This record from OMol25 describes C32H73AlClO6 as an isolated structure. The level of theory is the ωB97M-V functional and the def2-TZVPD basis.

Cartesian coordinates (Å):
C -0.685 1.868 4.925
C -0.766 0.568 -0.293
C -1.687 2.758 -6.486
C -11.114 -5.564 -1.747
C -11.976 -6.544 -0.971
H -3.649 -1.129 -1.529
C -1.448 1.812 -5.167
H -10.449 -6.086 -2.442
H 3.118 1.216 0.004
C -8.331 -6.055 -0.755
H 6.932 1.360 4.024
H 8.768 -5.207 4.271
H -2.356 4.419 6.238
C 9.501 -4.717 3.622
H 1.382 2.467 -4.212
C 2.380 3.791 -1.499
H -1.278 2.017 -8.637
H 10.483 -4.837 4.089
H 1.357 5.455 -2.752
C 0.198 1.853 0.048
H -0.360 6.106 -5.646
H -3.836 -2.774 -3.428
H -8.960 -4.469 0.532
H -1.620 2.462 -4.181
H -0.340 1.437 -5.143
H -2.502 1.521 3.788
H -2.917 1.427 6.542
H -2.129 4.922 -7.052
C 5.095 3.308 3.606
H 5.937 4.001 3.697
O -4.723 -3.708 -1.798
H -2.762 -2.321 -0.578
H -11.365 -7.256 -0.408
Al 2.021 1.800 -0.980
H 5.039 3.250 1.471
H -3.848 2.759 7.237
H 6.227 -1.048 3.755
H 7.779 0.536 2.728
H 11.700 -2.330 4.104
H -2.183 2.442 7.783
H -2.248 0.930 -5.219
C 10.074 -2.486 5.537
C -3.586 -3.111 -2.417
C 6.796 0.908 3.038
C -6.431 -2.274 -2.838
C -2.849 2.453 6.914
H -2.842 -3.906 -2.529
H -1.259 2.414 2.912
C -1.441 4.230 -6.365
H -12.611 -6.017 -0.251
C -9.423 -5.286 -0.033
C 11.273 -1.769 4.942
O 8.957 -2.550 4.655
O -0.294 -0.336 -1.165
H 3.901 2.778 -3.616
H -11.768 -4.933 -2.358
H -0.877 1.080 5.659
C -2.974 -1.987 -1.599
O 6.420 1.899 2.085
H 9.740 -1.932 6.420
H 10.987 -0.782 4.563
H -2.964 3.385 4.958
Cl -2.410 0.450 0.581
C 1.406 4.271 -2.727
H 1.954 5.276 -5.723
H 10.344 -3.489 5.883
H 5.670 -0.686 2.102
H -8.732 -6.936 -1.264
H -6.653 -3.066 -3.561
H 8.207 -3.186 2.881
C 3.397 3.529 -4.379
H 2.032 4.409 -0.539
H 3.909 4.588 -4.176
H 4.858 0.038 3.490
H -0.346 2.867 -0.231
C 9.153 -3.251 3.430
H 4.161 3.876 3.666
H 0.303 3.922 -2.436
H -1.082 0.662 3.178
C 1.172 4.427 -5.480
H 5.132 2.634 4.467
C -0.376 4.951 -5.348
H -2.043 -1.643 -2.059
H -5.737 -1.578 -3.319
H 1.929 0.855 -2.280
C 5.167 2.542 2.296
H 12.057 -1.646 5.694
H -7.571 -6.396 -0.046
H 0.405 1.849 1.202
C -1.423 1.601 3.625
C 5.834 -0.266 3.100
O -10.367 -4.682 -0.913
H -9.935 -5.918 0.699
H 9.903 -2.743 2.816
H 0.392 1.849 4.725
H 3.517 4.031 -1.637
H -2.763 3.168 -8.475
H -6.605 -3.473 -1.078
C -2.230 2.233 -7.961
H -7.353 -1.727 -2.617
H -2.965 1.322 -7.884
O -0.968 3.147 5.485
H 3.659 3.270 -5.507
C -2.324 3.398 5.846
H 1.213 3.685 -6.413
H -12.613 -7.116 -1.652
H -7.852 -5.428 -1.514
H -0.830 4.904 -4.271
C 1.738 3.596 -4.184
H 4.349 1.819 2.215
H -5.579 -2.067 -0.854
H 9.523 -5.234 2.658
C -5.841 -2.855 -1.566

Forces on the atoms, in the same order (eV/Å):
0.034 0.069 -0.246
5.174 -2.637 -4.668
0.352 4.137 0.460
0.014 0.110 0.138
0.090 -0.158 0.212
0.119 -0.051 -0.037
0.002 0.522 -0.799
0.003 -0.079 0.043
0.307 -0.069 0.430
-0.080 -0.177 -0.185
-0.065 -0.006 0.114
0.018 0.079 -0.134
0.227 -0.077 -0.125
0.211 -0.082 0.174
0.580 2.461 0.218
-0.453 0.927 0.507
-2.121 0.107 1.524
-0.040 -0.037 -0.095
0.173 -2.258 -0.432
-1.722 -0.232 0.610
-0.250 -2.488 0.671
-0.034 0.066 -0.018
-0.253 0.013 -0.184
0.327 -1.474 -2.288
-2.237 0.323 0.029
0.063 -0.094 -0.055
-0.063 0.096 0.036
2.112 -1.513 1.124
0.124 -0.100 0.242
-0.104 -0.019 -0.058
-0.319 -0.201 0.047
0.045 0.025 -0.195
-0.079 0.005 -0.089
-0.242 0.506 -0.433
0.150 -0.268 -0.019
0.092 -0.004 -0.030
0.032 0.074 -0.035
-0.122 0.222 -0.097
0.028 0.040 0.105
-0.085 0.083 -0.098
1.970 1.810 0.243
-0.105 0.114 -0.125
0.181 0.168 0.209
-0.091 0.019 -0.317
0.146 0.161 -0.182
0.015 -0.286 -0.006
-0.271 -0.085 0.065
0.058 -0.173 0.066
-0.776 -3.348 -0.530
0.049 -0.020 -0.152
0.127 0.116 -0.122
0.101 -0.046 -0.253
-0.017 0.024 0.068
-4.294 5.275 6.039
-1.181 1.405 -1.787
0.208 0.119 0.148
-0.078 -0.060 0.035
-0.251 -0.027 -0.191
0.261 -0.039 0.082
-0.192 -0.087 -0.191
0.005 -0.113 0.124
-0.036 -0.091 0.014
1.185 -0.142 -0.871
-0.628 -0.074 0.406
-1.838 -1.371 0.613
0.075 -0.028 -0.047
0.062 0.082 0.102
0.071 0.012 0.081
-0.032 0.037 0.126
0.099 0.173 0.256
0.067 0.482 -0.030
0.724 -1.008 -1.898
-1.301 -2.116 -0.364
0.080 -0.067 -0.016
0.623 -2.095 0.750
-0.183 -0.038 0.071
0.089 -0.064 -0.048
2.170 0.763 -0.570
-0.036 0.167 0.049
0.086 -1.228 -0.161
-0.073 0.068 -0.014
-0.948 0.946 -0.622
-0.140 -0.049 0.174
-0.100 -0.013 0.064
0.009 0.113 -0.199
-0.084 0.022 0.003
-0.092 -0.008 -0.054
-0.069 0.077 -0.083
-0.691 0.046 -1.985
-0.170 0.070 0.141
-0.261 -0.016 0.048
-0.090 0.052 -0.036
-0.015 -0.098 0.000
0.086 -0.034 -0.004
-0.160 0.215 0.163
-2.109 -0.198 -0.018
1.003 -2.100 1.133
0.261 -0.070 -0.032
0.294 1.114 0.768
0.072 -0.074 -0.003
1.545 1.715 -0.246
-0.054 0.168 0.173
-0.519 0.249 2.361
0.227 -0.052 -0.007
-0.087 1.582 1.944
0.059 0.074 0.052
-0.013 -0.042 0.159
1.223 -0.025 -1.805
1.581 0.042 -0.070
0.032 0.072 -0.014
0.029 0.103 -0.052
-0.027 0.072 0.094
0.129 -0.183 -0.085

The calculation puts the highest occupied orbital energy at -5.12 eV. The value obtained for the HOMO-LUMO gap is 7.27 eV. The energy above the lowest of the compared OMol25 structures with the same formula, charge and spin comes out at 675.8 kJ/mol. The LUMO energy is 2.1549 eV. As for the total charge: -1. As for the multiplicity: 1.

Mulliken population analysis, charges in e, atoms 1 to 99:
1. C -0.58
2. C 0.44
3. C 0.67
4. C -0.30
5. C -1.02
6. H 0.27
7. C -0.68
8. H 0.29
9. H -0.21
10. C -1.16
11. H 0.28
12. H 0.31
13. H 0.32
14. C -1.15
15. H -0.27
16. C -0.74
17. H 0.21
18. H 0.26
19. H 0.20
20. C -0.16
21. H 0.27
22. H 0.31
23. H 0.34
24. H 0.15
25. H 0.13
26. H 0.33
27. H 0.27
28. H 0.11
29. C -1.17
30. H 0.30
31. O -0.40
32. H 0.32
33. H 0.26
34. Al -0.10
35. H 0.29
36. H 0.39
37. H 0.31
38. H 0.20
39. H 0.26
40. H 0.28
41. H 0.32
42. C -0.30
43. C -0.64
44. C -0.23
45. C -1.14
46. C -1.05
47. H 0.35
48. H 0.33
49. C -0.72
50. H 0.28
51. C -0.33
52. C -1.03
53. O -0.40
54. O -0.44
55. H 0.21
56. H 0.32
57. H 0.31
58. C -0.78
59. O -0.46
60. H 0.32
61. H 0.25
62. H 0.29
63. Cl -0.28
64. C -0.32
65. H 0.27
66. H 0.31
67. H 0.28
68. H 0.34
69. H 0.28
70. H 0.32
71. C -1.22
72. H 0.28
73. H 0.28
74. H 0.29
75. H 0.25
76. C -0.24
77. H 0.40
78. H 0.04
79. H 0.42
80. C -0.78
81. H 0.28
82. C -0.33
83. H 0.40
84. H 0.33
85. H -0.29
86. C 0.04
87. H 0.39
88. H 0.39
89. H -0.09
90. C -0.88
91. C -0.93
92. O -0.43
93. H 0.32
94. H 0.32
95. H 0.31
96. H 0.34
97. H 0.27
98. H 0.00
99. C -0.95

***

This record from OMol25 describes a 3-piece molecular cluster, C32H73BBrCl2N4O13P2S overall. The level of theory is the ωB97M-V functional and the def2-TZVPD basis.

Cartesian coordinates (Å):
H 8.129 5.683 -2.610
O -8.471 1.280 0.168
H -3.736 -2.579 1.334
H 7.617 -3.807 2.760
H 7.553 -7.339 -0.127
H -8.596 0.461 2.092
O -5.293 0.381 3.861
S -0.423 -0.943 4.049
H -9.284 -1.700 1.543
C -4.345 1.517 0.520
C 4.797 2.797 -1.476
C -7.518 1.591 -0.901
O 6.365 -6.646 1.443
H -8.698 -2.065 4.208
H 6.502 4.999 -4.582
C 1.687 -1.659 -0.722
N -6.673 -1.644 3.292
H 8.100 1.377 0.404
H -5.898 2.528 -5.353
H 5.028 3.677 -0.870
C 5.815 -2.448 1.086
H -8.175 1.375 -1.881
H 9.582 3.910 -1.486
C 8.654 4.295 -1.040
O -8.118 4.109 -2.296
H 4.023 -1.540 1.819
H -5.562 -1.693 0.293
H -4.859 -2.871 3.406
O 0.052 2.700 -2.151
H 0.988 2.215 -4.725
O 0.394 1.180 0.116
C 1.892 2.321 -3.987
C 4.408 -2.561 1.710
H 4.218 -5.033 0.204
H 2.721 3.062 -4.412
H -1.194 -2.490 2.252
H 5.704 -2.022 0.082
H 2.089 2.077 -1.725
P -7.293 3.521 -1.055
H 4.423 -2.980 2.721
C 6.873 -4.373 2.191
C -6.445 0.523 1.459
H 7.697 -6.220 2.918
H -2.302 -0.291 -1.359
C 7.401 -5.799 1.952
O 3.456 -3.242 0.890
H -3.248 -1.411 3.290
H 9.566 1.951 -0.415
C 3.525 -4.659 0.958
H 1.854 3.882 -2.261
H 2.538 -5.061 0.713
C 1.487 2.784 -2.463
H 5.671 2.152 -1.571
O 0.783 -1.937 4.259
C -5.594 2.694 -4.233
H 6.093 -4.302 0.310
H 7.194 2.909 -2.651
H -7.929 4.086 0.140
Br -6.765 2.381 2.298
N 7.391 3.788 -3.120
H -2.085 1.396 0.880
Cl -1.710 -1.249 5.673
H -2.540 -1.659 0.292
O -6.148 1.562 -3.451
O 4.305 3.136 -2.764
Cl -6.775 -0.794 -1.952
H 8.079 1.597 -1.348
C -8.485 -1.291 0.755
C -3.477 -1.447 1.015
H -7.656 -2.110 0.692
H -5.294 -1.917 5.080
H 6.158 3.280 -4.698
C 6.536 -6.989 0.074
H -4.207 1.633 1.705
C -5.698 -2.440 4.115
H 2.540 -0.882 -0.996
C 4.874 4.322 -3.324
H 3.803 -5.017 1.953
H -0.569 -1.596 -1.037
N -5.392 0.457 0.330
H -6.048 3.717 -3.884
H 6.775 5.139 -1.603
C -2.787 -0.862 2.334
H 4.182 4.634 -4.115
H -7.412 -1.353 5.406
H 6.298 -6.142 -0.572
H 1.336 -1.367 0.378
H -9.089 -1.242 -0.273
H -2.633 2.761 -0.220
C -2.208 0.860 -1.253
C 8.473 2.000 -0.413
H -8.179 -0.179 4.146
C -5.314 1.362 -2.218
H -0.536 -0.794 1.541
P -0.280 1.177 -1.308
B -6.162 -0.302 2.832
H 0.378 -2.205 -2.554
C -6.164 0.722 -0.983
H -4.325 -0.905 -0.921
O 8.012 3.328 -0.200
H -5.930 3.953 -1.061
H -4.401 2.683 -4.217
C -7.809 -1.304 4.281
H -2.556 1.317 -2.301
C 0.382 -1.386 -1.691
H 8.925 5.134 -0.392
H 5.839 -7.797 -0.163
C -7.989 0.225 1.078
C 7.683 4.813 -2.116
H -5.863 0.680 4.630
H 2.424 1.254 -3.946
C -1.175 -1.314 2.372
H -4.576 0.491 -2.575
H 6.405 -1.725 1.665
H 8.292 -5.796 1.308
H 4.875 5.137 -2.593
H -6.296 -3.400 4.501
H -4.793 2.383 -2.042
H 4.027 2.217 -0.958
C 6.251 4.110 -3.988
H 5.970 -4.462 2.801
C -2.875 1.602 -0.001
H 2.056 -2.775 -0.713
H -4.876 2.546 0.210
O 0.091 0.539 4.182
N 6.600 -3.679 0.931
C -4.695 -0.869 0.220
O 0.389 -0.077 -2.370
H -2.806 0.263 2.570

Forces on the atoms, in the same order (eV/Å):
-0.029 -0.042 -0.001
2.091 -1.502 -0.026
0.178 2.650 -0.858
-0.038 -0.003 -0.033
-0.036 0.079 -0.031
1.692 -0.342 -2.320
-2.453 -0.481 -1.534
8.543 1.962 1.378
1.963 1.266 -1.499
-0.026 4.396 2.464
-0.139 -0.248 -0.113
-1.300 -0.248 -0.647
0.464 0.084 -0.393
1.682 1.592 -0.064
-0.073 -0.036 0.166
-0.774 1.143 0.592
-0.243 1.434 1.053
0.003 0.156 -0.040
0.429 0.178 2.312
0.093 -0.047 -0.077
-0.097 -0.250 -0.133
2.093 0.652 1.846
-0.280 -0.104 0.027
-0.471 0.431 -0.083
3.094 -2.293 3.686
-0.003 -0.113 -0.066
1.892 2.049 -0.242
-1.482 1.014 1.638
-0.551 -3.882 1.201
1.599 0.456 1.571
-2.660 -0.364 -4.326
0.710 -0.492 -0.152
0.109 0.441 -0.265
0.110 -0.245 0.131
-2.196 -1.648 0.857
0.529 2.406 0.426
-0.062 0.023 0.114
-1.333 1.652 -1.439
-4.494 2.474 -3.118
0.019 -0.180 -0.087
0.185 -0.456 -0.506
-2.126 0.034 1.289
-0.005 0.061 -0.070
0.092 1.959 0.440
-0.316 0.362 0.442
0.456 -0.175 0.587
0.855 1.470 -2.119
-0.056 -0.014 -0.074
-0.204 0.129 -0.210
-1.076 -2.195 -0.382
0.005 0.121 0.055
2.391 -0.250 -0.267
0.141 0.081 0.231
-5.350 3.084 -1.099
0.493 0.400 -1.071
0.157 0.107 0.150
0.101 0.201 -0.087
1.002 -0.808 -0.693
0.741 -0.518 -0.827
-0.289 0.134 0.100
-2.043 0.239 -1.745
0.083 -0.011 -1.240
-2.355 0.856 1.129
1.390 1.016 1.748
0.462 0.522 0.254
0.635 0.428 1.535
0.154 -0.144 -0.146
-1.157 -0.715 -1.154
2.594 -1.994 0.990
-1.488 1.749 0.043
-0.494 -0.720 -2.011
-0.089 0.118 0.048
-0.232 -0.135 0.304
-0.601 -0.445 -2.647
0.133 -2.152 0.112
-1.693 -1.906 0.432
0.060 -0.185 -0.418
0.089 0.033 -0.095
1.465 0.688 -1.298
-0.235 0.287 -0.571
0.918 -1.973 -0.464
0.004 0.197 0.167
0.939 -0.486 2.187
0.050 -0.062 0.026
-0.735 0.138 -2.423
0.147 0.045 -0.204
1.042 -0.737 -2.305
1.509 -0.177 2.226
-0.972 -2.525 0.546
0.216 0.583 -2.289
-0.217 0.173 0.279
0.420 -2.416 0.164
1.136 -0.764 -1.839
-0.864 -0.683 1.860
3.272 0.662 1.364
2.261 -0.308 3.893
-0.072 1.967 1.695
-1.851 0.850 -3.835
-1.110 0.144 2.632
0.462 -0.209 -0.331
-0.304 -0.465 0.291
-2.543 0.089 0.108
-0.708 0.579 0.993
0.649 -1.027 2.308
0.933 -2.322 0.097
-0.013 -0.046 -0.079
0.053 0.082 0.132
-1.452 -0.063 1.432
0.397 -0.562 0.176
1.134 -0.674 -1.113
-1.263 2.350 -0.037
-2.396 -0.987 -0.774
-1.124 2.174 1.166
-0.118 -0.136 0.045
-0.292 0.027 -0.049
0.103 -0.112 0.146
1.307 2.040 -0.888
-0.690 -1.972 0.228
0.009 0.093 -0.068
0.050 -0.219 0.163
0.017 -0.087 0.236
3.570 0.717 -0.077
-0.836 2.523 -0.272
1.088 -2.484 0.761
-3.195 -5.354 -0.993
-0.214 0.029 0.167
-0.833 -3.789 -2.739
-2.028 1.628 2.918
-0.284 -1.727 -0.703

The calculation puts the highest occupied orbital energy at -9.98 eV. The value obtained for the HOMO-LUMO gap is 6.35 eV. The LUMO energy is -3.6218 eV. As for the total charge: +1. As for the multiplicity: 1.

Mulliken population analysis, charges in e, atoms 1 to 99:
1. H 0.41
2. O -0.39
3. H 0.58
4. H 0.40
5. H 0.34
6. H 0.64
7. O -0.80
8. S 1.08
9. H 0.25
10. C -1.16
11. C -0.37
12. C -0.05
13. O -0.33
14. H 0.27
15. H 0.44
16. C -0.33
17. N -0.07
18. H 0.16
19. H 0.28
20. H 0.29
21. C -0.74
22. H 0.70
23. H 0.39
24. C -0.82
25. O -0.68
26. H 0.32
27. H 0.22
28. H 0.14
29. O -0.49
30. H 0.35
31. O -0.63
32. C -0.69
33. C -0.55
34. H 0.14
35. H 0.07
36. H 0.41
37. H 0.38
38. H -0.26
39. P 0.33
40. H 0.38
41. C -0.15
42. C -1.45
43. H 0.40
44. H 0.21
45. C -0.81
46. O -0.27
47. H -0.01
48. H 0.36
49. C -0.67
50. H 0.36
51. H 0.34
52. C 0.19
53. H -0.03
54. O -0.53
55. C -0.46
56. H 0.05
57. H 0.07
58. H 0.12
59. Br 0.07
60. N -0.29
61. H 0.42
62. Cl -0.21
63. H -0.11
64. O -0.35
65. O -0.25
66. Cl -0.04
67. H 0.28
68. C -1.11
69. C -0.52
70. H 0.15
71. H 0.29
72. H 0.35
73. C -0.70
74. H 0.62
75. C -0.74
76. H 0.04
77. C -0.56
78. H 0.37
79. H -0.41
80. N 2.85
81. H 0.22
82. H 0.13
83. C -0.16
84. H 0.44
85. H 0.37
86. H 0.28
87. H 0.03
88. H 0.39
89. H 0.39
90. C -0.04
91. C -0.63
92. H 0.33
93. C -0.80
94. H -0.25
95. P 0.95
96. B 1.03
97. H 0.36
98. C -0.70
99. H 0.70